A:
{"formula": "C3H9N3P", "method": "ωB97M-V with the def2-TZVPD basis set", "elements": ["P", "N", "N", "N", "C", "C", "C", "H", "H", "H", "H", "H", "H", "H", "H", "H"], "xyz": [[-3.01067, -0.27681, 0.00779], [0.29675, -0.96915, 0.40025], [-1.47921, 0.15277, -0.39576], [0.29649, 1.48009, 0.25736], [2.19206, 0.15715, -0.51019], [1.03751, 0.22515, 0.56130], [-0.83815, 1.39257, -0.23634], [2.23733, 1.02727, -1.17667], [3.21920, 0.07240, -0.06840], [-3.12629, -1.56794, -0.47772], [1.49482, 0.17575, 1.53547], [2.06168, -0.85272, -0.98570], [0.23298, -1.22680, -0.59614], [-3.25735, -0.34131, 1.29563], [0.06631, -1.67311, 1.17272], [-1.42346, 2.22467, -0.78362]], "smiles": "C[C@H](N)/N=C\\[N+]#[PH2]", "total_charge": 1}


B:
{"formula": "C3H9N3P", "method": "ωB97M-V with the def2-TZVPD basis set", "elements": ["P", "N", "N", "N", "C", "C", "C", "H", "H", "H", "H", "H", "H", "H", "H", "H"], "xyz": [[1.06918, 0.56851, -1.26420], [-1.09756, -0.34810, -1.15758], [0.17110, 1.64655, -0.16008], [0.81126, -0.68834, -0.02998], [0.03460, 1.22384, 1.03579], [0.60454, -0.08036, 1.31198], [-0.25766, -1.42211, -0.58191], [-1.65015, -0.94829, -1.86782], [-1.73576, -0.07328, -0.44727], [-0.34428, 1.85693, 1.75755], [-0.29870, 2.51672, -0.36329], [0.06816, -2.05899, -1.46105], [1.38591, -0.19526, 1.98526], [-0.12003, -0.74314, 1.76151], [-0.83240, -2.15601, -0.03345], [2.19179, 0.90131, -0.48545]], "total_charge": 1}


Which of them is most stable, and which least? Most stable: B; least stable: A.


A:
{"formula": "C23H29N3O5S", "method": "ωB97M-V with the def2-TZVPD basis set", "elements": ["S", "O", "O", "O", "O", "O", "N", "N", "N", "C", "C", "C", "C", "C", "C", "C", "C", "C", "C", "C", "C", "C", "C", "C", "C", "C", "C", "C", "C", "C", "C", "C", "H", "H", "H", "H", "H", "H", "H", "H", "H", "H", "H", "H", "H", "H", "H", "H", "H", "H", "H", "H", "H", "H", "H", "H", "H", "H", "H", "H", "H"], "xyz": [[-1.48432, -1.00032, -0.78973], [-0.94093, -2.20311, -0.22713], [-2.35015, -1.69198, -5.09289], [2.53202, 5.54323, 0.39073], [-1.14661, -3.90185, 3.12787], [-2.61747, -0.39728, -0.15247], [-1.94812, -1.38266, -2.34505], [-0.15118, -1.26372, 2.93840], [1.54635, 3.87813, 1.48740], [2.05908, 1.63875, 2.38979], [0.28056, -0.00245, 2.62081], [0.10480, -3.63879, 2.53831], [2.50577, 4.35617, 0.65586], [1.17348, 2.57101, 1.86664], [-0.95679, -2.06462, -3.14459], [3.49930, 3.39188, 0.03600], [-0.61094, 0.96567, 2.13398], [2.16243, 0.68093, -0.98036], [1.62353, 0.37905, 2.75085], [-0.17045, 0.19671, -0.96312], [-2.65630, -0.36750, -3.08922], [-2.02310, -2.82232, 2.88701], [-1.66346, -2.67736, -4.35686], [0.56909, 2.41724, -1.42765], [-0.46556, 1.51123, -1.26541], [0.75070, -2.37558, 3.12696], [-0.17101, 2.21756, 1.77323], [-3.31331, -1.03986, -4.29782], [1.13529, -0.22999, -0.82661], [1.89086, 2.01310, -1.28038], [-1.46076, -1.53372, 3.49122], [3.02129, 2.99411, -1.37359], [2.71324, 3.89290, -1.90948], [0.72837, -4.51323, 2.73459], [-0.17781, -1.36497, -3.48802], [0.86686, 4.59028, 1.73257], [-1.65161, 0.72508, 1.99241], [-2.36892, -3.44560, -4.00962], [-2.97293, -3.08544, 3.35542], [3.09195, 1.90354, 2.56044], [-1.96685, 0.41551, -3.44298], [0.35089, 3.45015, -1.65570], [-1.36791, -1.66740, 4.58198], [-2.16132, -2.68330, 1.80682], [2.34256, -0.30329, 3.17594], [-3.40270, 0.06587, -2.42441], [3.85739, 2.53973, -1.90907], [1.68654, -2.19288, 2.60055], [3.18710, 0.35962, -0.86438], [-0.50740, -2.83668, -2.52107], [1.32047, -1.26411, -0.58378], [-3.79054, -0.29969, -4.94162], [-0.02041, -3.49783, 1.45615], [-0.94106, -3.12281, -5.04229], [-0.88100, 2.94062, 1.39796], [-1.49707, 1.81686, -1.34064], [3.63662, 2.49926, 0.63855], [-2.14148, -0.70978, 3.29609], [4.44706, 3.92529, -0.05095], [0.95751, -2.53580, 4.19714], [-4.06161, -1.76353, -3.94480]], "smiles": "O=C(CCc1ccc(S(=O)(=O)N2CCOCC2)cc1)Nc1ccc(N2CCOCC2)cc1", "total_charge": 0}


B:
{"formula": "C23H29N3O5S", "method": "ωB97M-V with the def2-TZVPD basis set", "elements": ["S", "O", "O", "O", "O", "O", "N", "N", "N", "C", "C", "C", "C", "C", "C", "C", "C", "C", "C", "C", "C", "C", "C", "C", "C", "C", "C", "C", "C", "C", "C", "C", "H", "H", "H", "H", "H", "H", "H", "H", "H", "H", "H", "H", "H", "H", "H", "H", "H", "H", "H", "H", "H", "H", "H", "H", "H", "H", "H", "H", "H"], "xyz": [[-3.59538, -0.81548, -1.35993], [2.91103, 0.49575, -1.33706], [-3.35346, -0.26856, -2.66337], [-4.70825, -1.70052, -1.17890], [4.27879, 0.63903, 1.54364], [-0.02085, -0.83043, 1.78292], [1.99588, -1.78723, 1.57086], [-2.22424, -1.65265, -0.91739], [2.07702, 1.15427, 1.40257], [-3.00357, 2.66790, 0.57939], [0.40633, 3.07805, -0.97759], [1.47367, 2.24017, -0.70793], [3.85093, -1.60291, 3.14183], [-2.98751, 1.67220, -0.38355], [-1.17146, -3.27716, 0.55381], [3.56448, -0.22683, -2.35179], [2.66511, -0.89690, 2.50582], [3.11518, 0.38148, 1.76142], [0.10745, 2.07350, -3.12604], [0.15955, -1.99128, -1.13808], [-0.97761, -0.97652, -1.18505], [-3.70878, 0.51551, -0.16597], [-3.73344, 2.49154, 1.74421], [1.85935, 1.29656, -1.67269], [-4.45683, 1.32689, 1.94919], [0.68787, -1.68347, 1.27051], [1.17251, 1.22333, -2.87820], [-4.44275, 0.32869, 0.98902], [-2.28133, -2.24015, 0.40293], [-0.27720, 3.00491, -2.18081], [0.20770, -2.68784, 0.23162], [2.23710, 2.33840, 0.58468], [-5.02845, 1.19632, 2.85556], [0.12060, 3.81185, -0.23793], [-2.43719, 1.78113, -1.30442], [1.46014, 0.50648, -3.63115], [-0.42052, 2.00138, -4.06448], [1.10513, -1.48465, -1.33124], [3.85494, 0.42387, -3.18185], [-2.16998, -1.47154, 1.17950], [-2.44773, 3.57919, 0.42027], [2.94798, -1.04722, -2.73680], [3.54014, -2.53975, 3.59793], [-1.09690, 3.67757, -2.38209], [4.28915, -0.96439, 3.90308], [-3.74233, 3.26743, 2.49541], [4.45896, -0.63690, -1.88494], [1.13570, 0.82767, 1.58647], [-5.00165, -0.58586, 1.10859], [1.92262, -0.61586, 3.26164], [-0.79452, -0.17744, -0.45108], [-1.36013, -4.09984, -0.13812], [-1.06193, -0.53112, -2.17665], [-0.00666, -2.74405, -1.91032], [0.93288, -3.50828, 0.18672], [-1.18246, -3.66783, 1.57255], [2.58918, -2.41933, 1.05695], [-3.26031, -2.71175, 0.49573], [1.90357, 3.21771, 1.14620], [4.61242, -1.79584, 2.38972], [3.31007, 2.42083, 0.38467]], "smiles": "COc1ccccc1CNC(=O)[C@H](C)NC(=O)C1CCN(S(=O)(=O)c2ccccc2)CC1", "total_charge": 0}


Which of them is most stable, and which least? Most stable: B; least stable: A.


A:
{"formula": "C3H4S", "method": "ωB97M-V with the def2-TZVPD basis set", "elements": ["S", "C", "C", "C", "H", "H", "H", "H"], "xyz": [[1.26132, 0.76389, 0.74679], [1.02586, -0.40562, -0.48326], [-0.54306, 0.67832, 0.76685], [-0.31864, -0.54210, -0.54786], [-1.11376, 1.56865, 0.23188], [1.64883, -0.92587, -1.23227], [-1.14123, 0.29324, 1.49984], [-0.81931, -1.43050, -0.98197]], "total_charge": 0}


B:
{"formula": "C3H4S", "method": "ωB97M-V with the def2-TZVPD basis set", "elements": ["S", "C", "C", "C", "H", "H", "H", "H"], "xyz": [[2.65713, -1.06680, -0.12290], [1.20459, 0.08492, -0.60318], [-0.29923, -0.25955, 0.02857], [2.34987, -0.26719, -1.57667], [-0.96260, 0.06158, -0.65389], [-0.54657, 0.18577, 0.99524], [-0.21228, -1.28215, 0.10154], [1.54179, 1.11285, -0.19627]], "total_charge": 0}


Which of them is most stable, and which least? Most stable: A; least stable: B.


A:
{"formula": "C2H3Cl2FS", "method": "ωB97M-V with the def2-TZVPD basis set", "elements": ["Cl", "Cl", "S", "F", "C", "C", "H", "H", "H"], "xyz": [[-3.90794, 0.57252, 0.17249], [0.69928, 1.63009, -0.16721], [-0.24922, -1.17147, -0.27672], [3.18138, 0.46914, 0.62722], [1.04919, -0.02745, 0.00455], [2.32672, -0.47340, 0.25438], [-1.33250, -0.32781, -0.17036], [-4.39101, 0.82344, -1.01786], [2.62409, -1.49507, 0.57351]], "smiles": "F/C=C(/S)Cl.Cl", "total_charge": 0}


B:
{"formula": "C2H3Cl2FS", "method": "ωB97M-V with the def2-TZVPD basis set", "elements": ["Cl", "Cl", "S", "F", "C", "C", "H", "H", "H"], "xyz": [[1.01833, -1.19087, -0.83916], [0.42427, 1.60996, -0.50453], [-2.16976, -0.18475, -0.02733], [1.55330, -0.05056, 1.44575], [-0.74171, -0.32405, 1.00707], [0.60405, 0.02783, 0.42186], [-0.68222, -1.53236, 1.36543], [-0.80976, 0.17459, 2.08215], [-1.46994, -0.57829, -1.75291]], "total_charge": 0}


Which of them is most stable, and which least? Most stable: A; least stable: B.


A:
{"formula": "C2H3F2NO", "method": "ωB97M-V with the def2-TZVPD basis set", "elements": ["F", "F", "O", "N", "C", "C", "H", "H", "H"], "xyz": [[-0.98709, 0.30773, 1.48132], [-0.93866, 1.53196, -0.34967], [2.18630, -0.55054, 0.51921], [-0.82359, -0.81278, -0.46868], [-0.58482, 0.39698, 0.22546], [1.71691, 0.41723, 0.02293], [2.03069, 0.97792, -0.82264], [-0.89173, -1.43619, 0.26740], [-1.70800, -0.83231, -0.87533]], "total_charge": 0}


B:
{"formula": "C2H3F2NO", "method": "ωB97M-V with the def2-TZVPD basis set", "elements": ["F", "F", "O", "N", "C", "C", "H", "H", "H"], "xyz": [[-1.65346, 0.73961, -0.12064], [-0.56771, -0.44695, 1.44129], [0.59357, 0.18669, -1.70714], [1.51388, -0.85019, 0.12262], [0.63202, -0.05984, -0.57209], [-0.45706, 0.50766, 0.45072], [2.27227, -1.26762, -0.38330], [1.39908, -1.02816, 1.07639], [-0.07632, 1.43273, 0.94809]], "smiles": "NC(=O)C(F)F", "total_charge": 0}


Which of them is most stable, and which least? Most stable: B; least stable: A.


A:
{"formula": "C2H3F2NO", "method": "ωB97M-V with the def2-TZVPD basis set", "elements": ["F", "F", "O", "N", "C", "C", "H", "H", "H"], "xyz": [[-1.84247, -0.93714, -0.72171], [-2.26342, 1.08819, -0.13768], [1.31471, -0.64889, 0.95824], [-1.91589, -0.12547, 0.37299], [0.59133, 0.42372, 0.72079], [1.10566, -0.28953, -0.42305], [1.98311, 0.05087, -0.96069], [0.45037, -0.95390, -0.97330], [0.57660, 1.39216, 1.16441]], "total_charge": 0}


B:
{"formula": "C2H3F2NO", "method": "ωB97M-V with the def2-TZVPD basis set", "elements": ["F", "F", "O", "N", "C", "C", "H", "H", "H"], "xyz": [[-1.54447, -2.00917, 0.50644], [0.40146, -2.37200, 1.40924], [1.36631, 1.57729, -0.19959], [-0.20663, -1.73456, 0.36459], [0.37564, 0.94464, 0.47095], [0.04506, 1.39596, -0.78087], [-0.05246, -0.78596, 0.62083], [0.12348, 0.62437, -1.48765], [-0.50840, 2.35944, -0.90394]], "total_charge": 0}


Which of them is most stable, and which least? Most stable: A; least stable: B.